This record from the OMol25 dataset describes the molecule C3H5ClOS at a distorted geometry. The level of theory is wB97M-V/def2-TZVPD.

Geometry as XYZ:
```
11
Properties=species:S:1:pos:R:3
O -0.55 1.83 0.16
C 0.58 1.17 -0.32
C 0.66 -0.29 0.14
S 1.97 -1.14 -0.26
C -0.53 -1.18 0.50
Cl -2.09 -1.00 -0.39
H -1.34 1.28 -0.37
H 1.55 1.45 -0.08
H 0.96 1.16 -1.46
H -0.85 -1.03 1.46
H -0.37 -2.25 0.61
```

Output
Kohn-Sham gap, eV: 8.3
SMILES: OCC(=S)CCl
LUMO energy, eV: -0.82
Calculated total energy, eV: -28594.686
Energy relative to the best compared isomer or geometry (same formula, charge and spin), kcal per mole: 56.63